Arrangement one

Computed, not measured: a 9-piece molecular cluster, C27H63N9O9 overall, with ωB97M-V with the def2-TZVPD basis set.

Values from the calculation:
HOMO level: -8.75 eV
E_LUMO: 0.0022 hartree
orbital gap: 8.81 eV

Last column: Mulliken charge in e.
Atoms and positions in Å:
1 C 2.546 6.195 3.169  -1.34
2 C 2.132 4.974 2.421  0.54
3 O 2.122 4.936 1.189  -0.62
4 N 1.789 3.898 3.148  -0.12
5 C 1.395 2.649 2.531  -0.69
6 H 2.458 7.081 2.549  0.32
7 H 3.568 6.101 3.539  0.30
8 H 1.933 6.332 4.064  0.39
9 H 1.810 3.914 4.151  0.27
10 H 0.367 2.596 2.171  0.31
11 H 1.550 1.886 3.296  0.49
12 H 2.049 2.382 1.701  -0.04
13 C 3.476 -0.503 1.282  0.20
14 C 3.063 -1.922 1.629  0.55
15 O 3.457 -2.445 2.658  -0.69
16 N 2.257 -2.527 0.741  -0.04
17 C 1.834 -3.913 0.895  -1.01
18 H 3.062 -0.177 0.325  -0.37
19 H 4.556 -0.451 1.150  0.14
20 H 3.161 0.202 2.047  0.01
21 H 2.213 -2.192 -0.207  0.31
22 H 1.429 -4.290 -0.040  0.39
23 H 1.095 -4.009 1.690  0.16
24 H 2.689 -4.515 1.205  0.37
25 C 4.409 2.001 -1.343  -0.31
26 C 5.744 1.605 -0.737  0.52
27 O 6.435 2.386 -0.096  -0.68
28 N 6.085 0.321 -0.923  -0.16
29 C 7.308 -0.314 -0.459  -0.93
30 H 4.492 2.839 -2.036  0.25
31 H 3.683 2.380 -0.624  -0.17
32 H 4.026 1.163 -1.929  0.28
33 H 5.383 -0.278 -1.320  0.22
34 H 7.188 -0.744 0.537  0.31
35 H 8.090 0.438 -0.384  0.30
36 H 7.602 -1.095 -1.156  0.35
37 C -6.642 -4.824 4.455  -1.06
38 C -5.318 -5.368 3.942  0.68
39 O -5.023 -6.549 4.069  -0.64
40 N -4.465 -4.517 3.349  -0.13
41 C -4.492 -3.073 3.144  -0.61
42 H -7.413 -5.592 4.437  0.33
43 H -7.011 -4.019 3.815  0.34
44 H -6.613 -4.427 5.469  0.25
45 H -3.614 -4.986 3.069  0.19
46 H -4.037 -2.571 4.004  0.29
47 H -5.511 -2.695 3.199  0.28
48 H -3.969 -2.759 2.248  0.11
49 C 0.217 0.499 -0.277  0.87
50 C -0.314 -0.849 -0.667  0.86
51 O -0.168 -1.373 -1.769  -1.02
52 N -0.952 -1.452 0.362  0.37
53 C -1.599 -2.736 0.286  -0.92
54 H -0.007 0.772 0.755  -0.26
55 H -0.174 1.332 -0.864  -0.30
56 H 1.305 0.568 -0.340  -0.36
57 H -1.062 -0.835 1.154  0.01
58 H -2.634 -2.602 -0.033  0.32
59 H -1.612 -3.220 1.265  0.17
60 H -0.997 -3.391 -0.342  0.23
61 C -1.966 -4.433 -3.215  -0.72
62 C -1.669 -3.726 -4.526  0.77
63 O -2.075 -4.156 -5.598  -0.70
64 N -1.017 -2.555 -4.396  0.14
65 C -0.663 -1.687 -5.501  -0.99
66 H -2.165 -3.723 -2.412  -0.04
67 H -1.110 -5.055 -2.955  0.24
68 H -2.876 -5.011 -3.352  0.35
69 H -0.720 -2.275 -3.472  0.34
70 H -0.559 -0.659 -5.167  0.26
71 H -1.369 -1.857 -6.312  0.34
72 H 0.297 -2.013 -5.919  0.31
73 C -1.191 1.447 4.735  -1.02
74 C -1.080 0.132 3.998  0.66
75 O -1.310 0.098 2.795  -0.82
76 N -0.765 -0.953 4.720  -0.16
77 C -0.608 -2.292 4.201  -0.46
78 H -2.219 1.795 4.809  0.31
79 H -0.655 2.177 4.134  0.16
80 H -0.720 1.376 5.715  0.37
81 H -0.641 -0.844 5.712  0.22
82 H 0.291 -2.701 4.667  0.40
83 H -0.416 -2.283 3.131  -0.22
84 H -1.442 -2.958 4.424  0.29
85 C -2.776 1.255 -2.671  -0.40
86 C -2.824 1.426 -4.161  0.57
87 O -1.809 1.699 -4.793  -0.65
88 N -3.996 1.188 -4.777  -0.20
89 C -4.199 1.255 -6.217  -0.82
90 H -2.497 0.244 -2.375  0.14
91 H -3.770 1.460 -2.261  0.42
92 H -2.083 1.972 -2.241  -0.13
93 H -4.756 0.787 -4.256  0.25
94 H -3.669 0.438 -6.711  0.25
95 H -3.845 2.234 -6.532  0.26
96 H -5.246 1.092 -6.462  0.33
97 C 0.035 4.334 -3.386  -0.90
98 C 0.289 4.069 -1.919  0.75
99 O -0.601 3.515 -1.274  -0.76
100 N 1.498 4.374 -1.409  0.39
101 C 2.584 5.071 -2.037  -1.35
102 H -0.720 5.121 -3.438  0.27
103 H -0.353 3.458 -3.899  0.06
104 H 0.909 4.671 -3.943  0.39
105 H 1.503 4.370 -0.377  0.12
106 H 2.961 4.596 -2.945  0.41
107 H 3.411 5.219 -1.348  0.32
108 H 2.253 6.071 -2.345  0.45

Arrangement two

Computed, not measured: a 9-piece molecular cluster, C27H63N9O9 overall, with ωB97M-V with the def2-TZVPD basis set.

Values from the calculation:
HOMO level: -8.22 eV
E_LUMO: 0.0034 hartree
orbital gap: 8.31 eV

Last column: Mulliken charge in e.
Atoms and positions in Å:
1 C -14.076 -18.325 -10.489  0.20
2 O -13.374 -18.208 -9.432  -0.65
3 N -14.708 -19.452 -10.804  0.08
4 C -14.510 -20.657 -9.871  -0.91
5 C -15.291 -19.698 -12.119  -0.97
6 H -14.454 -17.525 -11.144  0.30
7 H -13.664 -21.205 -10.286  0.34
8 H -15.377 -21.293 -9.696  0.31
9 H -14.188 -20.293 -8.895  0.30
10 H -16.363 -19.875 -12.038  0.30
11 H -14.965 -18.998 -12.888  0.39
12 H -14.976 -20.661 -12.521  0.32
13 C -11.411 -12.105 -7.279  0.01
14 O -11.442 -11.797 -6.097  -0.46
15 N -12.244 -12.932 -8.012  0.36
16 C -12.304 -12.942 -9.448  -0.84
17 C -13.257 -13.600 -7.187  -1.10
18 H -10.647 -11.672 -7.943  0.05
19 H -12.889 -13.780 -9.826  0.37
20 H -11.387 -12.695 -9.983  0.12
21 H -12.906 -12.047 -9.607  0.32
22 H -13.314 -14.653 -7.464  0.49
23 H -13.054 -13.739 -6.125  0.21
24 H -14.275 -13.213 -7.227  0.32
25 C -7.208 -12.200 -9.053  0.49
26 O -6.016 -12.292 -8.804  -0.68
27 N -7.671 -12.369 -10.274  0.01
28 C -8.919 -11.644 -10.721  -0.44
29 C -6.965 -12.908 -11.433  -1.06
30 H -8.023 -11.769 -8.451  0.12
31 H -9.617 -11.414 -9.916  -0.40
32 H -9.346 -12.062 -11.632  0.44
33 H -8.631 -10.629 -10.995  0.42
34 H -7.522 -13.818 -11.653  0.34
35 H -6.846 -12.171 -12.228  0.33
36 H -5.940 -13.185 -11.188  0.36
37 C -15.733 -12.114 -1.539  -0.06
38 O -15.122 -11.072 -1.933  -0.56
39 N -15.535 -13.380 -1.855  0.19
40 C -14.366 -13.690 -2.756  -0.77
41 C -16.277 -14.521 -1.300  -0.93
42 H -16.696 -11.887 -1.056  0.36
43 H -13.511 -13.015 -2.796  0.09
44 H -14.489 -13.587 -3.834  0.31
45 H -14.036 -14.693 -2.485  0.35
46 H -15.355 -14.967 -0.927  0.38
47 H -16.846 -14.252 -0.410  0.36
48 H -16.762 -15.187 -2.014  0.26
49 C -15.012 -8.446 -4.237  0.11
50 O -15.328 -7.394 -3.703  -0.65
51 N -14.530 -8.578 -5.503  0.22
52 C -14.365 -9.906 -6.042  -0.89
53 C -14.283 -7.470 -6.322  -1.04
54 H -15.138 -9.446 -3.794  0.32
55 H -14.367 -10.830 -5.465  0.09
56 H -13.514 -9.883 -6.723  0.24
57 H -15.157 -10.127 -6.758  0.59
58 H -13.440 -6.804 -6.141  0.25
59 H -14.163 -7.905 -7.314  0.38
60 H -15.154 -6.819 -6.410  0.39
61 C -8.079 -12.006 -4.818  0.02
62 O -7.729 -11.839 -6.003  -0.60
63 N -8.570 -13.157 -4.320  0.22
64 C -8.690 -13.379 -2.804  -0.88
65 C -9.054 -14.273 -5.189  -0.79
66 H -7.943 -11.220 -4.059  0.35
67 H -7.964 -14.144 -2.529  0.33
68 H -9.705 -13.595 -2.469  0.27
69 H -8.463 -12.431 -2.316  0.30
70 H -8.416 -15.127 -4.962  0.37
71 H -10.064 -14.581 -4.920  0.27
72 H -9.049 -13.988 -6.241  0.11
73 C -11.065 -10.615 -1.427  0.11
74 O -10.018 -10.665 -0.720  -0.69
75 N -11.030 -10.069 -2.650  0.27
76 C -12.215 -10.278 -3.497  -0.58
77 C -9.928 -9.445 -3.368  -0.79
78 H -12.105 -10.959 -1.316  0.34
79 H -12.373 -9.625 -4.355  0.21
80 H -13.196 -10.294 -3.021  0.22
81 H -12.278 -11.265 -3.956  0.13
82 H -9.869 -9.749 -4.413  -0.02
83 H -10.202 -8.393 -3.457  0.33
84 H -9.028 -9.517 -2.758  0.44
85 C -9.486 -8.159 -6.599  0.84
86 O -8.470 -8.393 -5.923  -0.71
87 N -9.787 -6.915 -7.007  0.15
88 C -11.040 -6.641 -7.683  -0.83
89 C -8.828 -5.737 -6.882  -1.04
90 H -10.239 -8.881 -6.953  -0.11
91 H -10.839 -6.124 -8.621  0.34
92 H -11.676 -5.996 -7.078  0.45
93 H -11.648 -7.529 -7.854  -0.02
94 H -8.744 -5.239 -7.848  0.35
95 H -9.116 -4.978 -6.153  0.31
96 H -7.831 -6.130 -6.684  0.33
97 C -11.231 -8.760 -10.535  0.04
98 O -11.372 -9.792 -9.766  -0.43
99 N -12.001 -8.560 -11.575  0.16
100 C -11.826 -7.361 -12.363  -0.97
101 C -13.092 -9.376 -11.921  -0.81
102 H -10.498 -7.940 -10.495  0.38
103 H -11.363 -7.689 -13.294  0.36
104 H -11.236 -6.620 -11.823  0.34
105 H -12.847 -7.064 -12.602  0.29
106 H -14.078 -8.945 -12.093  0.37
107 H -12.960 -9.809 -12.913  0.39
108 H -13.218 -10.160 -11.175  0.09

Stability check: which of them is most stable? arrangement one.

Arrangement one

Computed, not measured: a 3-piece molecular cluster, C3H11O3 overall, with ωB97M-V with the def2-TZVPD basis set.

Values from the calculation:
total charge: -1
HOMO level: -3.72 eV
E_LUMO: 0.1496 hartree
orbital gap: 7.79 eV

Last column: natural (NBO) charge in e.
Atoms and positions in Å:
1 C 0.043 -0.395 -0.568  -0.06
2 O -0.295 0.609 0.374  -0.97
3 C 1.512 -0.603 -0.704  -0.45
4 C 1.921 -2.015 -0.804  -0.59
5 H -0.483 -0.106 -1.514  0.13
6 H -0.352 -1.409 -0.259  0.12
7 H 1.991 -0.416 0.308  0.21
8 H 1.956 0.069 -1.467  0.18
9 H 2.786 -2.089 -1.513  0.19
10 H 1.108 -2.725 -1.330  0.18
11 H 2.216 -2.561 0.110  0.20
12 H -0.263 3.374 -0.942  0.43
13 H -0.602 2.070 -0.391  0.51
14 O -0.955 2.993 -0.430  -1.00
15 H -1.320 -0.244 1.358  0.52
16 H -2.474 -0.095 2.364  0.44
17 O -1.927 -0.826 2.023  -1.04

Arrangement two

Computed, not measured: a 3-piece molecular cluster, C3H11O3 overall, with ωB97M-V with the def2-TZVPD basis set.

Values from the calculation:
total charge: -1
HOMO level: -3.88 eV
E_LUMO: 0.1498 hartree
orbital gap: 7.96 eV

Last column: natural (NBO) charge in e.
Atoms and positions in Å:
1 C 0.052 -0.304 0.244  -0.04
2 O 1.065 0.581 -0.095  -0.94
3 C -1.323 0.326 0.089  -0.41
4 C -2.448 -0.681 0.351  -0.61
5 H 0.188 -0.682 1.267  0.12
6 H 0.078 -1.177 -0.445  0.11
7 H -1.443 0.781 -0.886  0.19
8 H -1.408 1.128 0.816  0.18
9 H -3.449 -0.303 0.194  0.19
10 H -2.412 -1.067 1.363  0.19
11 H -2.332 -1.523 -0.348  0.19
12 H 3.002 0.781 2.221  0.43
13 H 2.280 0.506 0.839  0.51
14 O 3.080 0.216 1.449  -1.04
15 H 1.236 0.474 -1.687  0.51
16 H 2.395 0.522 -2.692  0.44
17 O 1.439 0.421 -2.679  -1.03

Arrangement three

Computed, not measured: a 3-piece molecular cluster, C3H11O3 overall, with ωB97M-V with the def2-TZVPD basis set.

Values from the calculation:
total charge: -1
HOMO level: -3.69 eV
E_LUMO: 0.1528 hartree
orbital gap: 7.84 eV

Last column: natural (NBO) charge in e.
Atoms and positions in Å:
1 C 0.113 0.635 0.503  -0.05
2 O 0.265 -0.783 0.598  -0.96
3 C 0.655 1.077 -0.901  -0.43
4 C 0.063 2.474 -1.356  -0.61
5 H 0.851 1.131 1.211  0.11
6 H -0.950 0.988 0.703  0.14
7 H 0.357 0.371 -1.576  0.23
8 H 1.802 0.960 -1.039  0.18
9 H -1.035 2.482 -1.808  0.18
10 H 0.633 2.995 -2.058  0.19
11 H -0.075 3.085 -0.506  0.19
12 H 0.184 -2.537 -1.455  0.44
13 H 0.769 -1.560 -0.535  0.50
14 O 0.836 -1.784 -1.517  -1.03
15 H -1.456 -1.356 3.371  0.44
16 H -0.897 -1.102 1.804  0.53
17 O -1.748 -1.253 2.471  -1.05

Arrangement four

Computed, not measured: a 3-piece molecular cluster, C3H11O3 overall, with ωB97M-V with the def2-TZVPD basis set.

Values from the calculation:
total charge: -1
HOMO level: -3.62 eV
E_LUMO: 0.1481 hartree
orbital gap: 7.65 eV

Last column: natural (NBO) charge in e.
Atoms and positions in Å:
1 C 0.175 -0.222 -0.437  0.00
2 O 0.736 -0.699 0.701  -0.98
3 C -0.528 1.151 -0.267  -0.43
4 C -0.905 1.793 -1.598  -0.61
5 H -0.620 -0.904 -0.822  0.08
6 H 0.889 -0.096 -1.269  0.09
7 H 0.171 1.782 0.283  0.19
8 H -1.441 1.022 0.309  0.19
9 H -1.013 2.879 -1.542  0.19
10 H -1.863 1.395 -1.972  0.18
11 H -0.184 1.596 -2.385  0.19
12 H -1.771 -1.549 1.549  0.44
13 H -0.449 -0.901 1.868  0.51
14 O -1.276 -1.256 2.319  -1.02
15 H 3.004 -2.343 0.473  0.45
16 H 2.112 -1.574 1.396  0.52
17 O 2.963 -2.073 1.394  -1.00

Stability check: which of them is most stable? arrangement two.